Record 1
A single C8H12ClF3NO4PS molecule at a distorted geometry, computed with ωB97M-V/def2-TZVPD.

Last column: Löwdin charge in e.
CARTESIAN COORDINATES (ANGSTROEM)
C -1.9365 1.3932 -1.9623  -0.013
C -1.3268 0.1456 -1.3149  -0.314
C -1.3415 -1.0767 -2.2319  -0.007
N -0.9003 0.0898 -0.1060  0.104
C 0.4615 0.4689 0.2367  -0.408
C 0.5273 2.0404 0.2750  -0.613
F -0.6337 2.5987 0.5513  0.152
F 0.9500 2.4527 -0.9416  0.134
F 1.3910 2.5463 1.1432  0.147
C 1.5540 -0.0878 -0.7046  -0.119
S 1.5903 -1.9102 -0.5404  0.615
O 1.4983 -2.5213 -1.8222  -0.259
O 2.8401 -2.2664 0.0441  -0.279
O 0.4171 -2.4156 0.4308  -0.211
C 0.3051 -1.7001 1.6709  -0.249
C 0.7019 -0.1942 1.6474  -0.770
Cl 2.3801 -0.0506 2.2566  0.763
P -0.3798 0.6567 2.9600  0.718
O 0.3544 1.6324 3.7786  -0.432
H -1.2695 1.8356 -2.7109  0.099
H -2.3144 2.0994 -1.2230  0.080
H -2.8161 1.0285 -2.5150  0.081
H -1.2412 -1.9673 -1.6123  0.080
H -0.4438 -0.9625 -2.8604  0.098
H -2.2151 -1.0786 -2.8881  0.083
H 1.4238 0.1887 -1.7535  0.116
H 2.5567 0.2579 -0.4352  0.110
H 0.9409 -2.1936 2.4149  0.120
H -0.7238 -1.7623 2.0437  0.106
H -0.7943 -0.4063 3.8111  0.034
H -1.5555 1.1585 2.3579  0.035

## Properties
orbital gap: 8.419 eV
E_tot: -2166.9865 a.u.
LUMO level: -0.65 eV
net charge: 0
E_HOMO: -9.072 eV



Record 2
A molecular structure, C26H72CdN4O12 at a distorted geometry, computed with ωB97M-V/def2-TZVPD.

Last column: Löwdin charge in e.
CARTESIAN COORDINATES (ANGSTROEM)
O -0.6055 0.1036 3.5594  0.268
H -1.4585 0.0006 3.1312  0.083
H -0.5779 -0.4973 4.3076  0.167
H 0.1241 -0.0330 2.9507  0.070
Cd 3.1738 -1.2207 3.5149  1.031
C 1.1691 -0.7254 -0.0475  -0.111
C 1.6479 0.2014 0.9709  -0.492
O 1.7186 -0.4231 2.1733  -0.534
H 0.0852 -0.8369 -0.0744  0.055
H 1.4484 -1.7528 0.1861  0.074
H 1.4396 -0.5665 -1.0914  0.068
H 1.0738 1.1139 0.8100  0.112
H 2.6774 0.4153 0.6835  0.092
O 4.6820 -1.7380 2.0016  -0.188
H 4.8867 -1.5726 1.0812  0.068
H 5.4635 -2.1692 2.3475  0.053
O 0.7646 1.2423 -4.0044  -0.046
H 0.5850 0.3634 -3.6703  -0.013
H 0.7667 1.1414 -4.9562  0.041
C 0.2646 -3.0674 -5.7062  -0.133
O 0.9719 -3.2845 -4.5467  -0.208
C 1.8747 -2.2387 -4.1133  -0.154
C 2.7494 -2.7296 -2.8555  -0.165
N 3.8853 -3.6361 -3.1847  -0.058
C 3.4624 -4.9333 -3.5817  -0.249
C 4.4092 -6.0405 -3.0954  -0.185
O 5.6147 -5.7276 -3.8130  -0.205
C 6.7925 -5.9776 -3.1207  -0.116
H -0.2659 -3.9791 -5.9808  0.092
H 0.9172 -2.7446 -6.5174  0.093
H -0.5360 -2.3536 -5.5118  0.081
H 1.2452 -1.4912 -3.6303  0.075
H 2.4936 -1.7623 -4.8736  0.128
H 2.0258 -3.0897 -2.1241  0.097
H 3.1177 -1.8053 -2.4103  0.097
H 4.7697 -3.7248 -2.7050  0.101
H 3.2767 -4.8832 -4.6546  0.118
H 2.4503 -5.1392 -3.2331  0.110
H 4.0490 -7.0494 -3.2967  0.122
H 4.4230 -5.9356 -2.0106  0.117
H 6.8991 -6.9999 -2.7579  0.089
H 6.6294 -5.3508 -2.2441  0.075
H 7.5751 -5.6474 -3.8038  0.099
C 5.0621 6.7048 7.3453  -0.156
O 4.4169 5.7582 6.5715  -0.190
C 2.9769 6.1709 6.4177  -0.157
C 2.3867 5.1584 5.4431  -0.234
N 2.9809 5.2043 4.0881  -0.028
C 2.5664 3.9340 3.4082  -0.194
C 3.4610 3.7741 2.1805  -0.241
O 4.8051 3.9886 2.5131  -0.176
C 5.6539 3.4313 1.5322  -0.105
H 5.2976 6.3129 8.3348  0.087
H 4.5625 7.6679 7.4498  0.083
H 5.9546 6.9479 6.7687  0.089
H 2.8870 7.1599 5.9684  0.120
H 2.4337 6.1268 7.3617  0.120
H 1.3217 5.2871 5.2496  0.111
H 2.5089 4.1852 5.9186  0.106
H 3.9812 5.1668 4.2226  0.087
H 1.5255 4.0231 3.0972  0.106
H 2.5288 3.0532 4.0493  0.101
H 3.1351 4.4151 1.3613  0.128
H 3.2904 2.7716 1.7878  0.095
H 6.6745 3.6660 1.8348  0.093
H 5.5180 3.8056 0.5175  0.091
H 5.5131 2.3511 1.4949  0.074
C -8.9845 -3.7620 -3.9067  -0.074
O -7.9607 -2.9007 -3.3650  -0.211
C -7.6158 -1.7494 -4.0453  -0.236
C -6.2499 -1.2162 -3.5084  -0.224
N -6.0989 0.1583 -3.8183  -0.058
C -4.8277 0.7974 -3.3177  -0.173
C -4.3556 0.7670 -1.8785  -0.273
O -3.2238 1.5512 -1.7456  -0.175
C -2.0125 0.8733 -2.1215  -0.085
H -8.9637 -4.6555 -3.2827  0.086
H -8.6345 -4.0985 -4.8826  0.083
H -9.9850 -3.3320 -3.9539  0.087
H -8.4936 -1.1045 -4.0873  0.121
H -7.5005 -2.0119 -5.0970  0.115
H -5.4770 -1.7430 -4.0682  0.118
H -6.1050 -1.5026 -2.4668  0.109
H -6.9662 0.6167 -3.5779  0.104
H -4.5894 1.7746 -3.7376  0.125
H -4.0369 0.3416 -3.9135  0.102
H -4.3031 -0.2340 -1.4502  0.097
H -5.1335 1.2285 -1.2703  0.123
H -1.2181 1.5089 -1.7305  0.090
H -1.9466 0.8025 -3.2072  0.078
H -1.9032 -0.1503 -1.7632  0.063
C -1.4210 2.9425 4.6508  -0.107
O -1.1092 2.7007 3.2916  -0.232
C -2.0862 2.8931 2.2998  -0.140
C -3.2313 1.7344 2.3857  -0.156
N -2.7580 0.4740 1.8732  -0.086
C -3.6511 -0.6668 2.0940  -0.160
C -3.1525 -1.9729 1.3642  -0.239
O -3.0099 -1.6696 0.0232  -0.223
C -2.4313 -2.7508 -0.7392  -0.074
H -1.4354 3.9601 5.0412  0.090
H -0.7704 2.4343 5.3626  0.083
H -2.3799 2.4954 4.9129  0.074
H -1.5564 2.7379 1.3599  0.119
H -2.5142 3.8871 2.4296  0.125
H -4.0338 2.1225 1.7585  0.116
H -3.6025 1.6081 3.4027  0.110
H -2.4690 0.4258 0.9066  0.112
H -4.4902 -0.4713 1.4264  0.125
H -3.7698 -1.0866 3.0929  0.127
H -3.8511 -2.7903 1.5426  0.131
H -2.1929 -2.2506 1.8004  0.111
H -3.2335 -3.4754 -0.8786  0.094
H -1.4704 -3.1409 -0.4036  0.093
H -2.3954 -2.6196 -1.8207  0.084

## Properties
orbital gap (alpha / beta): 7.396 / 5.836 eV
E_tot: -2322.8071 a.u.
multiplicity: 2
⟨S²⟩: 0.7516
LUMO level (alpha / beta): -2.78 / -4.33 eV
net charge: +1
E_HOMO (alpha / beta): -10.171 / -10.171 eV



Record 3
A molecular structure, C11H16O3PdSSi, computed with ωB97M-V/def2-TZVPD.

Last column: Löwdin charge in e.
CARTESIAN COORDINATES (ANGSTROEM)
Pd 0.0870 -0.1368 -1.1289  0.539
O 4.2484 -1.0041 -0.8788  -0.062
C 3.0968 -1.0524 -0.4109  -0.662
O 2.0498 -1.3319 -1.0556  -0.165
C 2.9638 -0.7301 1.0976  -0.135
C 4.1794 -0.7052 1.7907  -0.068
C 4.2736 -0.5122 3.1574  -0.141
C 3.0992 -0.3246 3.8805  -0.148
C 1.8877 -0.3225 3.2201  -0.187
C 1.7697 -0.5169 1.8255  -0.607
S 0.1005 -0.4362 1.2491  0.517
H 5.0635 -0.8556 1.1852  0.095
H 5.2406 -0.5055 3.6496  0.073
H 3.1267 -0.1696 4.9552  0.077
H 0.9722 -0.1540 3.7758  0.066
C -2.9629 -2.0703 -1.2007  -0.284
Si -2.2329 -0.3417 -1.5256  0.347
C -3.1652 0.7309 -0.2647  -0.275
C -3.0935 0.1113 -3.1634  -0.280
H -4.0610 -2.0149 -1.1899  0.002
H -2.6212 -2.4580 -0.2372  0.003
H -2.6602 -2.7873 -1.9702  0.001
H -4.2542 0.5957 -0.3311  0.005
H -2.9354 1.7888 -0.4147  -0.006
H -2.8375 0.4717 0.7468  -0.006
H -4.1803 0.0718 -3.0090  0.002
H -2.8318 -0.5915 -3.9607  0.000
H -2.8270 1.1151 -3.5064  -0.001
C -0.3150 2.8372 -1.2494  -0.370
O 0.4934 1.8013 -1.6595  -0.467
H 0.2215 3.8037 -1.2921  0.046
H -0.6702 2.7318 -0.2117  0.046
H -1.2254 2.9618 -1.8728  0.043

## Properties
orbital gap (alpha / beta): 5.171 / 6.281 eV
relative energy (zero: lowest compared OMol25 entry of this formula, charge and spin): 1.8 kcal/mol
E_tot: -1470.0479 a.u.
multiplicity: 3
⟨S²⟩: 2.0081
LUMO level (alpha / beta): 5.38 / 5.36 eV
net charge: -2
E_HOMO (alpha / beta): 0.205 / -0.923 eV